[1]
13
Properties=species:S:1:pos:R:3:forces:R:3:lowdin_charge:R:1 method="wB97M-V/def2-TZVPD" smiles="[NH3+][C@@H]1COC=N1" de_lowest_kcal_mol=72.5 spin_multiplicity=1 charge=+1 orbital_gap_ev=10.461 lumo_energy_ha=-0.1442 fmax_ev_per_a=6.59
N -0.749 -0.077 -1.185 -0.9 0.6 -2.1 0.206
C 0.350 0.112 -0.232 -0.5 -4.3 5.0 -0.275
C 0.152 -0.731 1.455 0.0 -1.4 -1.0 -0.025
O 0.410 0.410 2.266 0.1 0.7 -0.9 -0.045
C 0.536 1.528 1.482 -1.0 -3.0 -0.7 -0.092
N 0.424 1.383 0.221 0.7 2.6 -0.3 0.067
H -0.373 -0.132 -2.201 -0.9 0.2 1.9 0.216
H -1.173 0.874 -1.038 -0.5 -0.9 -0.8 0.181
H -1.468 -0.859 -1.061 1.4 1.2 0.2 0.208
H 1.204 -0.451 -0.491 1.1 0.1 -1.0 0.131
H -0.875 -1.232 1.781 2.1 1.2 -0.9 0.145
H 1.021 -1.522 1.542 -1.8 1.8 -0.2 0.144
H 0.560 2.450 1.974 0.3 1.2 0.8 0.141



[2]
108
Properties=species:S:1:pos:R:3:forces:R:3:lowdin_spin:R:1 method="wB97M-V/def2-TZVPD" spin_multiplicity=2 charge=+3 orbital_gap_ev="4.563 / 4.502" lumo_energy_ha="-0.3838 / -0.3861" fmax_ev_per_a=2.70
Re 1.061 1.905 -0.064 -1.2 -0.3 1.0 0.795
C -6.120 0.540 2.028 -0.3 0.0 0.0 0.012
C -4.653 0.424 2.128 0.5 -0.1 0.1 0.055
C -4.049 -0.761 2.572 -0.1 0.0 0.0 0.000
C -2.691 -0.870 2.691 0.0 -0.1 0.2 0.027
C -1.832 0.211 2.352 -0.5 -0.3 0.0 0.021
N -0.501 0.142 2.419 0.2 -0.1 0.5 -0.004
C 0.192 -0.540 3.317 -0.2 -0.3 0.2 -0.021
C -0.366 -1.016 4.545 -0.1 -0.1 0.0 -0.026
C 0.344 -1.803 5.406 0.0 0.0 0.1 0.000
C 1.676 -2.145 5.130 -0.4 0.4 -0.4 -0.054
C 2.465 -2.973 6.054 0.2 -0.2 0.3 -0.012
C 2.272 -1.610 3.965 -0.1 0.1 -0.3 -0.009
C 1.586 -0.806 3.085 0.1 0.1 -0.2 -0.024
C 2.330 -0.184 1.890 1.0 -0.9 0.4 -0.003
O 1.623 0.692 1.117 0.8 -0.9 1.2 -0.005
C 3.551 0.624 2.455 0.3 0.5 -0.3 -0.001
F 4.044 1.401 1.480 0.0 0.1 0.0 0.000
F 3.171 1.415 3.441 -0.3 0.1 0.2 0.000
F 4.536 -0.153 2.882 -0.1 -0.3 0.0 0.000
C 2.873 -1.269 0.900 0.0 -0.3 -0.8 -0.001
F 3.208 -2.421 1.444 0.0 0.0 0.3 0.000
F 1.918 -1.518 -0.023 -0.1 -0.1 0.2 0.000
F 3.921 -0.820 0.203 0.2 0.1 0.2 0.000
C -2.450 1.392 1.836 0.2 0.4 -0.3 0.034
C -3.819 1.493 1.766 0.2 -0.1 0.1 0.006
C -1.549 2.597 1.586 -1.1 0.5 0.5 0.014
O -0.307 2.246 1.186 0.7 0.4 -0.5 0.117
C -1.465 3.363 2.952 0.0 0.1 0.1 0.006
F -0.666 4.411 2.884 0.1 0.1 -0.1 0.001
F -2.675 3.757 3.339 -0.1 0.1 -0.1 0.000
F -0.996 2.538 3.894 0.2 -0.2 0.1 0.000
C -2.080 3.547 0.483 0.0 0.0 -0.8 0.000
F -1.144 4.448 0.186 0.0 0.3 0.2 0.000
F -3.207 4.191 0.715 -0.2 0.0 0.4 0.000
F -2.255 2.812 -0.638 -0.1 -0.1 0.1 -0.001
H -6.608 0.064 2.878 0.0 0.0 0.1 0.002
H -6.442 1.574 1.949 0.0 0.0 0.0 0.000
H -6.472 0.007 1.141 0.0 0.0 -0.1 0.005
H -4.676 -1.599 2.837 0.0 -0.1 0.0 -0.001
H -2.250 -1.816 2.971 0.0 -0.1 0.0 0.000
H -1.362 -0.690 4.803 -0.1 0.0 0.1 0.000
H -0.110 -2.149 6.322 -0.1 0.0 0.1 0.001
H 1.844 -3.688 6.592 0.0 0.0 0.0 -0.001
H 3.283 -3.486 5.554 0.0 0.0 0.0 -0.001
H 2.917 -2.324 6.813 0.0 0.0 0.0 -0.006
H 3.307 -1.866 3.798 0.1 0.1 -0.1 0.000
H -4.285 2.415 1.462 0.0 0.1 0.0 0.000
N 2.690 1.576 -1.161 1.6 -0.2 -0.6 0.015
C 3.737 1.658 -1.689 -1.3 0.0 0.5 0.060
N 4.831 1.766 -2.319 -0.1 0.2 0.0 0.022
C 4.947 1.364 -3.717 0.3 -0.8 -0.9 0.006
C 5.769 0.061 -3.747 -0.4 0.3 -0.3 0.002
O 7.017 0.271 -3.158 0.3 0.0 -0.1 0.000
C 6.920 0.632 -1.807 -0.1 0.3 0.2 0.000
C 6.119 1.939 -1.657 1.1 -0.3 0.4 0.004
H 5.489 2.146 -4.254 -0.1 0.0 0.1 0.000
H 3.961 1.223 -4.158 0.0 0.1 0.0 0.000
H 5.947 -0.250 -4.778 -0.1 0.0 0.1 0.000
H 5.217 -0.728 -3.213 0.0 0.0 -0.1 0.000
H 7.940 0.775 -1.445 -0.2 0.0 0.0 0.000
H 6.437 -0.169 -1.229 0.0 0.0 0.0 0.000
H 6.650 2.742 -2.174 -0.1 0.0 0.1 0.001
H 5.975 2.195 -0.610 0.0 0.1 0.0 0.000
C 0.819 5.256 -2.164 0.0 -0.5 0.3 -0.002
C 0.563 3.774 -2.457 0.0 1.4 -2.3 -0.003
C -0.766 3.560 -3.193 0.3 -0.1 0.4 -0.001
O 0.613 3.006 -1.301 -0.7 0.8 -0.2 -0.022
H 0.938 5.789 -3.102 0.0 0.0 -0.1 0.000
H 1.722 5.380 -1.574 0.1 0.1 0.0 0.000
H -0.019 5.693 -1.626 0.0 0.0 0.0 0.000
H 1.387 3.390 -3.089 -0.2 0.0 0.2 -0.001
H -1.558 4.138 -2.724 -0.1 0.0 0.1 0.000
H -1.037 2.506 -3.171 -0.1 0.0 -0.1 0.000
H -0.681 3.886 -4.226 0.1 0.0 -0.1 0.000
C 0.796 -1.063 -2.962 -0.6 0.2 0.7 0.000
Ge -0.759 -1.074 -1.696 -0.7 -0.6 -1.1 -0.004
C -2.313 0.000 -2.316 1.2 -0.7 0.6 -0.001
C -3.427 0.226 -1.516 0.0 -0.1 0.1 0.000
C -4.549 0.832 -2.056 0.1 -0.1 0.2 0.000
C -4.575 1.182 -3.398 0.1 0.0 0.0 -0.001
C -3.469 0.945 -4.200 0.1 0.0 -0.1 0.000
C -2.333 0.367 -3.661 0.2 -0.1 -0.1 -0.001
C -1.053 -2.708 -0.556 0.4 1.1 0.0 0.000
C -0.607 -2.779 0.741 0.0 0.3 -0.4 0.000
C -0.772 -3.946 1.495 -0.2 -0.3 0.0 0.000
C -1.389 -5.040 0.945 0.1 0.3 0.2 0.000
C -1.882 -4.998 -0.373 0.0 0.2 -0.3 0.000
C -2.553 -6.100 -0.952 -0.2 0.0 -0.3 0.000
C -3.081 -6.022 -2.215 0.1 -0.2 0.5 0.000
C -2.932 -4.850 -2.970 0.2 0.5 0.0 0.000
C -2.250 -3.780 -2.453 -0.1 0.0 -0.1 0.000
C -1.722 -3.810 -1.146 -0.1 -0.2 -0.1 0.000
H 0.534 -1.725 -3.788 -0.2 -0.1 0.0 0.000
H 1.690 -1.452 -2.487 0.0 0.0 0.1 0.000
H 0.979 -0.062 -3.349 -0.1 0.0 0.0 0.000
H -3.410 -0.065 -0.474 -0.1 -0.1 0.0 0.000
H -5.412 1.019 -1.438 -0.1 0.0 0.1 0.000
H -5.459 1.632 -3.821 -0.1 0.1 0.0 0.000
H -3.490 1.199 -5.249 0.0 0.0 -0.1 0.000
H -1.475 0.175 -4.295 0.0 0.1 -0.1 0.000
H -0.124 -1.926 1.188 0.1 0.0 0.0 0.000
H -0.407 -3.976 2.510 0.1 -0.1 0.2 0.000
H -1.516 -5.945 1.521 0.0 -0.1 0.0 0.000
H -2.651 -7.008 -0.377 0.0 -0.1 0.1 0.000
H -3.619 -6.858 -2.634 0.0 -0.1 0.0 0.000
H -3.361 -4.796 -3.959 0.0 0.0 -0.1 0.000
H -2.123 -2.872 -3.042 -0.1 -0.1 -0.1 0.000